# 1
Below is a structure of composition C9H22ClIO2PTi, with properties calculated with ωB97M-V with the def2-TZVPD basis set.

Geometry (Å):
C1 3.301 -1.016 -0.860
I1 3.182 1.571 -0.194
H1 2.332 -0.810 -1.332
H2 3.375 -2.114 -0.785
H3 4.124 -0.674 -1.502
Ti1 -1.593 0.036 0.065
P1 -0.762 0.329 -2.217
C2 0.795 0.670 -3.096
C3 -1.415 -1.071 -3.206
H4 -2.799 1.720 -2.381
H5 -1.800 1.740 -3.890
H6 -1.280 2.674 -2.439
C4 -1.778 1.757 -2.790
H7 -2.401 -1.371 -2.827
H8 -1.477 -0.768 -4.261
H9 0.592 0.805 -4.172
H10 1.498 -0.160 -2.979
H11 -0.716 -1.912 -3.101
H12 1.252 1.577 -2.682
C5 3.408 -0.419 0.474
O1 3.544 -0.870 1.575
Cl1 -3.568 -0.901 -0.282
C6 0.198 -1.920 2.758
C7 -1.044 -1.203 2.197
O2 -0.735 0.222 1.789
C8 -0.128 1.116 2.730
C9 -1.153 1.833 3.577
H13 1.063 -1.881 2.084
H14 -0.082 -2.969 2.900
H15 0.486 -1.506 3.731
H16 -1.422 -1.711 1.279
H17 -1.821 -1.170 2.966
H18 0.568 0.531 3.347
H19 0.452 1.780 2.104
H20 -1.803 1.139 4.103
H21 -0.621 2.426 4.323
H22 -1.773 2.518 2.994

Maximum force = 3.65 eV/A
Spin multiplicity = 2
Expectation value of S² = 0.75
Charge = +2
Energy relative to the best compared isomer or geometry (same formula, charge and spin) = 0.0000 eV
Orbital gap (alpha / beta) = 5.927 / 6.182 eV

=====

# 2
Below is a structure of composition C9H22CuN2O5, with properties calculated with ωB97M-V with the def2-TZVPD basis set.

Geometry (Å):
Cu1 0.383 0.619 -1.888
C1 1.328 1.014 -5.351
O1 0.808 -0.084 -5.084
O2 2.241 1.313 -4.631
O3 0.420 1.793 -5.006
C2 -0.317 3.075 3.466
C3 -0.624 2.545 2.057
C4 -1.692 3.370 1.305
O4 -1.899 2.648 0.056
C5 -3.001 3.209 -0.709
N1 0.572 2.492 1.220
H1 -0.181 4.155 3.422
H2 0.532 2.549 3.904
H3 -1.123 2.831 4.158
H4 -0.996 1.525 2.145
H5 -1.488 4.420 1.097
H6 -2.615 3.272 1.876
H7 -3.977 2.838 -0.398
H8 -2.907 3.092 -1.789
H9 -2.965 4.289 -0.569
H10 1.331 2.255 1.843
H11 0.867 3.458 1.201
C6 -0.692 -4.704 0.459
C7 0.038 -3.381 0.355
C8 1.497 -3.515 -0.087
O5 2.016 -2.161 -0.286
C9 3.369 -2.160 -0.679
N2 -0.706 -2.531 -0.550
H12 -0.090 -5.487 0.920
H13 -0.872 -5.118 -0.533
H14 -1.617 -4.620 1.028
H15 -0.033 -2.906 1.333
H16 1.595 -4.083 -1.012
H17 2.147 -4.066 0.593
H18 3.923 -2.678 0.103
H19 3.696 -1.128 -0.806
H20 3.489 -2.666 -1.637
H21 -0.844 -3.047 -1.407
H22 -1.614 -2.426 -0.119

Maximum force = 9.96 eV/A
Spin multiplicity = 2
Expectation value of S² = 0.76
Energy relative to the best compared isomer or geometry (same formula, charge and spin) = 6.5632 eV
Orbital gap (alpha / beta) = 5.562 / 5.131 eV

=====

# 3
Below is a cluster of 3 separate species, C9H22IN2O4 in total, with properties calculated with ωB97M-V with the def2-TZVPD basis set.

Geometry (Å):
N1 -0.166 -1.717 -2.256
C1 1.253 -1.282 -2.301
C2 2.300 -2.335 -1.663
N2 2.144 -3.620 -2.420
I1 3.827 -4.768 -2.130
C3 2.073 -2.467 -0.084
O1 2.743 -1.660 0.664
O2 1.187 -3.357 0.485
H1 -0.294 -2.697 -2.526
H2 -0.626 -1.489 -1.367
H3 1.539 -1.207 -3.421
H4 1.417 -0.228 -1.873
H5 3.349 -1.920 -1.905
H6 1.294 -4.060 -2.033
C4 2.372 3.644 1.874
C5 1.772 2.417 1.203
C6 1.528 1.302 2.208
O3 2.654 1.954 0.185
H7 3.340 3.406 2.328
H8 2.554 4.433 1.139
H9 1.709 4.034 2.650
H10 0.830 2.688 0.717
H11 2.465 0.983 2.674
H12 1.108 0.423 1.712
H13 0.838 1.624 2.994
H14 3.490 1.710 0.603
C7 -3.717 0.215 1.504
C8 -3.363 0.457 0.045
C9 -4.573 0.928 -0.747
O4 -2.862 -0.748 -0.527
H15 -4.481 -0.564 1.597
H16 -2.841 -0.134 2.058
H17 -4.089 1.127 1.977
H18 -2.567 1.203 -0.021
H19 -5.367 0.174 -0.732
H20 -4.307 1.087 -1.796
H21 -4.971 1.862 -0.342
H22 -3.559 -1.415 -0.474

Maximum force = 5.71 eV/A
Spin multiplicity = 1
Charge = -1
Orbital gap = 6.881 eV